No. 1
Below is a 2-piece molecular cluster, C5H11O2 overall in a non-equilibrium geometry, with properties calculated with wB97M-V/def2-TZVPD.

- HOMO energy: -2.144 eV
- Energy relative to the best compared isomer or geometry (same formula, charge and spin): 82.6 kcal per mole
- E: -347.5180 Ha
- Strongest force on any atom: 1.16 eV Å⁻¹
- HOMO-LUMO gap: 5.721 eV
- Total charge: -1

Last column: Mulliken charge in e.
Atoms and positions in Å:
1 C 0.4384 -1.9292 0.2590  -0.1293
2 O 1.0423 -0.7758 0.6552  -0.8380
3 C 0.5735 -3.0364 1.3182  -1.1079
4 H 0.8810 -2.3119 -0.7027  0.1499
5 H -0.6433 -1.7575 0.0412  0.0908
6 H 0.3727 -4.0515 0.9482  0.3528
7 H -0.1170 -2.7982 2.1382  0.2474
8 H 1.5642 -2.9779 1.7721  0.2528
9 C -1.2663 2.0440 -0.7703  -0.3368
10 O -1.7585 0.7856 -1.1968  -0.4816
11 C 0.0624 1.8328 -0.0794  0.0837
12 C 1.1744 2.4307 -0.5101  -0.7704
13 H -1.9410 2.4763 -0.0221  0.2309
14 H -1.0897 2.7169 -1.6164  0.2296
15 H -2.6284 0.9144 -1.5794  0.2660
16 H 0.1158 0.9943 0.6308  0.2708
17 H 2.1029 2.2751 0.0209  0.2818
18 H 1.1166 3.1683 -1.3067  0.2074

No. 2
Below is C48H56MoN7OS2 as an isolated structure in a non-equilibrium geometry, with properties calculated with wB97M-V/def2-TZVPD.

- HOMO energy (alpha / beta): -8.624 / -9.430 eV
- Multiplicity: 3
- Energy relative to the best compared isomer or geometry (same formula, charge and spin): 8.4 kcal per mole
- E: -3185.4505 Ha
- Strongest force on any atom: 2.46 eV Å⁻¹
- HOMO-LUMO gap (alpha / beta): 5.326 / 5.529 eV
- Total charge: +1

Last column: Löwdin spin population.
Atoms and positions in Å:
1 Mo 0.0185 0.3436 -0.5362  0.9647
2 C -3.9817 0.0954 -5.9222  -0.0025
3 C -2.5388 -0.4233 -5.8767  -0.0041
4 C -1.8704 0.0300 -4.6192  -0.0025
5 C -1.0270 1.1416 -4.4454  0.0980
6 C -0.5035 2.0221 -5.5353  0.0124
7 C -1.4945 3.1464 -5.8450  0.0079
8 C -0.8770 1.3838 -3.0593  0.0016
9 C -0.3979 2.6092 -2.5325  0.1836
10 C -0.3337 3.0794 -1.2284  -0.0351
11 C -0.0957 4.4217 -0.7529  0.0096
12 C 0.1020 5.5922 -1.6562  0.0022
13 C -1.2080 6.0143 -2.3306  0.0023
14 C -0.1370 4.3673 0.6186  -0.0323
15 C -0.4235 3.0016 0.9926  0.0194
16 C -0.7919 2.4760 2.2355  0.0919
17 C -1.2747 1.1575 2.2986  0.0477
18 N -1.0220 0.3993 1.1973  -0.0008
19 C -1.8502 -0.6498 1.1039  0.1124
20 C -1.6432 -1.0380 -0.3006  -0.0038
21 C -2.0046 0.2492 -1.0517  0.0147
22 N -3.3481 0.6714 -1.1670  0.0035
23 C -4.0441 -0.4118 -1.8841  0.0511
24 C -3.4460 -1.0482 -2.9036  0.0062
25 C -2.2095 -0.4340 -3.3484  0.1347
26 N -1.4987 0.2938 -2.4032  0.0062
27 C -5.1381 -0.3076 -0.9296  0.0089
28 C -4.4386 0.6426 -0.2345  0.0313
29 C -4.6401 1.5672 0.9006  0.0042
30 C -4.1357 2.9754 0.5928  0.0009
31 C -6.4671 -0.9670 -0.8406  -0.0004
32 C -7.4455 -0.2023 0.0438  0.0002
33 C -2.6269 -0.6913 2.2782  0.0251
34 C -2.2523 0.4290 3.0464  0.0910
35 C -2.8833 0.7412 4.3624  0.0132
36 C -2.6127 2.1356 4.9066  -0.0005
37 C -3.7242 -1.6394 2.6383  -0.0002
38 C -3.9193 -2.7465 1.6115  0.0002
39 N -0.4930 2.2662 -0.1509  0.0719
40 C -0.0013 5.4844 1.5891  -0.0047
41 C -1.3760 6.0727 1.9019  -0.0026
42 H -4.4511 -0.1537 -6.8708  -0.0002
43 H -3.9983 1.1755 -5.8043  -0.0001
44 H -4.5652 -0.3367 -5.1129  -0.0002
45 H -2.0012 -0.0571 -6.7517  -0.0003
46 H -2.5549 -1.5135 -5.9211  -0.0007
47 H -0.3446 1.4267 -6.4360  0.0013
48 H 0.4582 2.4600 -5.2531  0.0015
49 H -2.4326 2.7370 -6.2081  0.0001
50 H -1.0870 3.8084 -6.6028  0.0007
51 H -1.7017 3.7241 -4.9481  0.0003
52 H -0.1145 3.3230 -3.2938  0.0103
53 H 0.8260 5.3214 -2.4303  0.0001
54 H 0.4951 6.4408 -1.0942  0.0004
55 H -1.6847 5.1726 -2.8293  0.0010
56 H -1.0203 6.7921 -3.0663  0.0000
57 H -1.9041 6.4119 -1.5976  0.0002
58 H -0.8188 3.1356 3.0837  0.0046
59 H -1.9725 -2.0008 -0.6907  -0.0006
60 H -3.9005 -1.8521 -3.4599  0.0001
61 H -4.1038 1.2087 1.7795  0.0017
62 H -5.7016 1.5929 1.1479  0.0002
63 H -3.0839 2.9552 0.3191  0.0001
64 H -4.2579 3.5990 1.4751  0.0001
65 H -4.7015 3.4149 -0.2243  0.0000
66 H -6.3260 -1.9731 -0.4305  -0.0001
67 H -6.8780 -1.0862 -1.8464  0.0000
68 H -7.0644 -0.1579 1.0606  0.0001
69 H -8.4061 -0.7102 0.0642  0.0000
70 H -7.5878 0.8109 -0.3280  0.0000
71 H -2.5235 0.0046 5.0873  0.0051
72 H -3.9640 0.5858 4.2793  0.0025
73 H -1.5492 2.2792 5.0786  -0.0001
74 H -3.1315 2.2788 5.8521  -0.0001
75 H -2.9668 2.8909 4.2093  -0.0003
76 H -4.6637 -1.0805 2.7329  -0.0001
77 H -3.5230 -2.0768 3.6208  -0.0003
78 H -4.1832 -2.3211 0.6462  -0.0001
79 H -4.7232 -3.4059 1.9310  0.0000
80 H -3.0119 -3.3348 1.4983  0.0002
81 H 0.6413 6.2559 1.1664  -0.0002
82 H 0.4656 5.1267 2.5079  -0.0006
83 H -1.8771 6.3627 0.9827  0.0001
84 H -1.2696 6.9464 2.5360  -0.0004
85 H -1.9974 5.3377 2.4073  0.0004
86 S 2.4623 1.9584 -0.7779  -0.0010
87 C 2.3102 1.3844 0.7927  0.0084
88 N 1.5336 0.3331 1.0012  0.0101
89 C 1.5319 -0.0598 2.3169  0.0017
90 C 0.9039 -1.1912 2.8291  0.0033
91 C 0.9513 -1.4073 4.1912  0.0001
92 C 1.5972 -0.5131 5.0428  0.0005
93 C 2.2622 0.5924 4.5420  -0.0008
94 C 2.2543 0.7906 3.1717  -0.0001
95 S 3.0499 2.0402 2.2314  0.0063
96 H 0.4063 -1.8768 2.1564  0.0012
97 H 0.4746 -2.2834 4.6015  0.0000
98 H 1.5919 -0.6940 6.1071  0.0000
99 H 2.7719 1.2831 5.1951  -0.0001
100 N 1.1981 -0.7247 -1.7887  0.0048
101 C 1.9711 -0.7407 -2.6651  0.0065
102 N 2.8687 -0.7432 -3.5777  0.0026
103 C 3.8666 0.3241 -3.6511  0.0003
104 C 3.5396 1.2243 -4.8514  0.0002
105 O 3.4095 0.4852 -6.0406  0.0001
106 C 2.4161 -0.5043 -5.9541  0.0004
107 C 2.7244 -1.4918 -4.8202  0.0004
108 H 4.8493 -0.1375 -3.7843  0.0001
109 H 3.8525 0.9113 -2.7312  0.0000
110 H 4.3537 1.9287 -5.0294  0.0000
111 H 2.6141 1.7840 -4.6461  0.0002
112 H 2.4233 -1.0190 -6.9167  0.0000
113 H 1.4253 -0.0530 -5.7848  0.0003
114 H 3.6781 -1.9922 -5.0204  0.0000
115 H 1.9218 -2.2232 -4.7235  0.0000

No. 3
Below is a 2-piece molecular cluster, C8H18N2O overall in a non-equilibrium geometry, with properties calculated with wB97M-V/def2-TZVPD.

- HOMO energy (alpha / beta): -7.824 / -7.824 eV
- Energy relative to the best compared isomer or geometry (same formula, charge and spin): 133.1 kcal per mole
- E: -500.1513 Ha
- Strongest force on any atom: 4.92 eV Å⁻¹
- HOMO-LUMO gap (alpha / beta): 8.578 / 8.576 eV

Last column: Mulliken charge in e.
Atoms and positions in Å:
1 C 0.7356 -3.4523 0.7783  -0.6571
2 C 0.7296 -2.9570 -0.4385  0.1169
3 C -0.0297 -3.4538 -1.6355  -1.2270
4 C 0.8016 3.6691 0.0353  -1.1563
5 C -1.9377 1.5668 1.0593  -1.5969
6 C 0.4769 2.3819 0.8696  -0.4360
7 C -0.7120 1.5857 0.1774  0.7182
8 C -0.3585 0.1207 -0.0243  -0.5758
9 N 1.7697 -1.0097 -0.5939  -0.8170
10 N 0.8687 -0.0357 -0.7835  0.2627
11 O -1.3202 -0.7036 -0.5318  -0.5891
12 H 1.2495 -2.9188 1.6408  0.1895
13 H 0.1346 -4.2460 0.9689  0.3746
14 H -0.4065 -2.6106 -2.1951  0.3382
15 H -0.8201 -4.0242 -1.3492  0.4193
16 H 0.6026 -3.7742 -2.3425  0.4163
17 H 0.3097 4.5293 0.4635  0.2896
18 H 0.3537 3.3941 -0.9088  0.3352
19 H 1.8537 3.9233 -0.0458  0.3494
20 H -2.3655 0.6374 0.7806  0.4109
21 H -1.6594 1.4999 2.1182  0.3257
22 H -2.6702 2.3494 0.8740  0.3450
23 H 1.2501 1.6612 0.7214  0.3069
24 H 0.4089 2.5463 1.9209  0.4719
25 H -0.9835 2.0085 -0.8526  0.2744
26 H 0.0488 -0.1954 1.0423  0.2105
27 H 2.0691 -1.1106 0.3183  0.2812
28 H 0.6583 0.1543 -1.7429  0.3011
29 H -1.0578 -1.5362 -0.3244  0.3179

No. 4
Below is one molecule with the formula C7H12, with properties calculated with wB97M-V/def2-TZVPD.

- HOMO energy: -8.261 eV
- Energy relative to the best compared isomer or geometry (same formula, charge and spin): 70.4 kcal per mole
- E: -273.7964 Ha
- Strongest force on any atom: 0.41 eV Å⁻¹
- HOMO-LUMO gap: 8.924 eV

Last column: Mulliken charge in e.
Atoms and positions in Å:
1 C -2.1187 -0.5302 0.7352  -1.2514
2 C -1.3196 -0.2291 -0.5303  -0.6457
3 C 0.6512 -0.0445 -1.6849  -0.8939
4 C 1.4805 1.0123 -1.0302  -0.4290
5 C 1.3590 0.9452 0.5051  -0.5522
6 C 0.9516 -0.5147 0.7263  -0.9240
7 C 0.1241 -0.8375 -0.5334  0.4294
8 H -3.1264 -0.1103 0.6445  0.3900
9 H -2.2141 -1.6091 0.9002  0.3032
10 H -1.6600 -0.0891 1.6259  0.3039
11 H -1.8424 -0.6235 -1.4061  0.4034
12 H -1.2811 0.8609 -0.6692  0.3185
13 H 2.4860 0.6743 -1.3505  0.3659
14 H 1.3648 2.0023 -1.4858  0.3521
15 H 2.2825 1.2194 1.0249  0.3679
16 H 0.5736 1.6271 0.8559  0.2379
17 H 0.4222 -0.6871 1.6689  0.3787
18 H 1.8430 -1.1559 0.7378  0.3278
19 H 0.0237 -1.9103 -0.7343  0.5173

No. 5
Below is C41H51GeN4O7PV as an isolated structure, with properties calculated with wB97M-V/def2-TZVPD.

- HOMO energy (alpha / beta): -7.659 / -7.335 eV
- Multiplicity: 2
- Energy relative to the best compared isomer or geometry (same formula, charge and spin): 0.0 kcal per mole
- E: -5701.0226 Ha
- Strongest force on any atom: 0.46 eV Å⁻¹
- HOMO-LUMO gap (alpha / beta): 8.001 / 7.672 eV

Last column: Löwdin spin population.
Atoms and positions in Å:
1 V 0.3261 0.4149 1.0558  1.3693
2 N -0.0036 1.2497 3.0405  0.0064
3 C -0.7655 0.2646 3.8289  0.0015
4 C -2.0521 -0.0578 3.0885  0.0011
5 N -1.7609 -0.3915 1.6829  -0.0001
6 H 0.8670 1.4857 3.5058  0.0033
7 H -0.5575 2.1063 2.9362  0.0007
8 H -1.0096 0.6343 4.8292  0.0003
9 H -0.1478 -0.6287 3.9208  -0.0022
10 H -2.6954 0.8238 3.1089  0.0001
11 H -2.5840 -0.8639 3.6015  -0.0002
12 H -2.6195 -0.3974 1.1420  0.0013
13 H -1.3869 -1.3384 1.6255  -0.0023
14 O -6.1347 0.6597 -1.4768  0.0000
15 C -4.8725 0.8770 -2.0472  0.0000
16 N -3.9982 1.6370 -1.1772  0.0000
17 C -4.3092 2.9294 -0.9080  0.0000
18 O -5.2690 3.4801 -1.4247  0.0000
19 C -3.4167 3.6224 0.0675  0.0000
20 C -3.0633 4.9477 -0.1388  0.0000
21 C -2.2021 5.5468 0.7611  0.0000
22 C -1.7386 4.8007 1.8354  0.0000
23 N -2.0960 3.5398 2.0649  0.0000
24 C -2.9225 2.9760 1.1889  0.0001
25 H -6.5782 1.5184 -1.4565  0.0000
26 H -4.9626 1.4112 -2.9957  0.0000
27 H -4.4221 -0.0968 -2.2199  0.0000
28 H -3.1575 1.2331 -0.7987  0.0000
29 H -3.4576 5.4776 -0.9961  0.0000
30 H -1.8842 6.5727 0.6371  0.0000
31 H -1.0502 5.2412 2.5484  0.0000
32 H -3.2184 1.9559 1.3995  0.0000
33 C 4.0033 0.0342 2.7191  -0.0059
34 O 3.2803 1.2247 2.4047  0.0035
35 P 2.5146 1.3419 0.9816  0.0185
36 O 3.6225 0.8402 -0.0475  0.0035
37 C 3.3235 -0.0520 -1.1315  -0.0010
38 O 2.7231 2.9372 0.7555  -0.0040
39 C 1.8941 3.8196 1.5027  0.0005
40 H 4.9979 0.0819 2.2770  -0.0002
41 H 3.4764 -0.8455 2.3538  -0.0050
42 H 4.0842 -0.0194 3.8029  -0.0002
43 H 3.8803 -0.9760 -0.9841  -0.0001
44 H 3.6443 0.4292 -2.0541  0.0000
45 H 2.2588 -0.2714 -1.1770  -0.0003
46 H 2.0983 4.8270 1.1451  0.0000
47 H 2.1367 3.7723 2.5681  -0.0001
48 H 0.8394 3.5884 1.3383  0.0004
49 C -0.9613 3.6950 -6.5540  0.0003
50 C -0.7743 3.1481 -5.1656  0.0016
51 C -1.0499 1.8185 -4.8818  -0.0003
52 C -0.8423 1.2781 -3.6188  0.0016
53 C -1.1001 -0.1943 -3.4279  0.0003
54 C -0.3924 2.1169 -2.5871  -0.0006
55 C -0.0909 3.4632 -2.8546  0.0014
56 C 0.4662 4.4066 -1.8196  0.0002
57 C -0.2811 3.9466 -4.1440  -0.0003
58 C -0.2555 1.5899 -1.1923  0.0139
59 O -0.4323 2.3398 -0.2023  0.0048
60 O 0.0317 0.3635 -1.0055  0.0149
61 H -1.7869 3.2004 -7.0651  0.0000
62 H -0.0616 3.5388 -7.1533  0.0001
63 H -1.1617 4.7658 -6.5332  0.0000
64 H -1.4226 1.1747 -5.6712  -0.0001
65 H -1.5376 -0.6174 -4.3320  0.0000
66 H -1.7816 -0.3817 -2.5979  0.0001
67 H -0.1794 -0.7242 -3.1928  0.0001
68 H 1.3411 3.9858 -1.3226  0.0001
69 H -0.2674 4.6127 -1.0425  0.0001
70 H 0.7560 5.3439 -2.2949  0.0000
71 H -0.0389 4.9831 -4.3525  -0.0001
72 C 1.0685 -1.0879 1.3547  -0.3311
73 Ge 1.3891 -2.9512 1.0798  -0.0567
74 C 2.5122 -3.8070 2.4426  -0.0054
75 C 2.9647 -5.1204 2.3145  -0.0004
76 C 3.6813 -5.7321 3.3341  -0.0003
77 C 3.9485 -5.0411 4.5080  0.0001
78 C 3.4906 -3.7402 4.6592  -0.0002
79 C 2.7790 -3.1325 3.6329  -0.0025
80 C -0.3880 -3.7826 1.2944  -0.0101
81 C -1.0827 -4.3984 0.2559  -0.0020
82 C -2.3562 -4.9189 0.4573  -0.0005
83 C -2.9559 -4.8344 1.7055  -0.0010
84 C -2.2729 -4.2357 2.7565  -0.0003
85 C -1.0019 -3.7176 2.5477  -0.0029
86 C 2.0219 -3.3047 -0.7376  -0.0062
87 C 3.2488 -3.8879 -1.0442  -0.0010
88 C 3.6666 -4.0182 -2.3640  -0.0003
89 C 2.8603 -3.5640 -3.3969  -0.0005
90 C 1.6368 -2.9728 -3.1070  -0.0002
91 C 1.2266 -2.8419 -1.7885  -0.0017
92 H 2.7442 -5.6856 1.4162  0.0000
93 H 4.0262 -6.7516 3.2149  0.0000
94 H 4.5063 -5.5176 5.3039  0.0000
95 H 3.6878 -3.1991 5.5765  -0.0001
96 H 2.4268 -2.1135 3.7546  -0.0023
97 H -0.6284 -4.4734 -0.7256  -0.0001
98 H -2.8803 -5.3936 -0.3628  0.0000
99 H -3.9469 -5.2405 1.8619  -0.0001
100 H -2.7274 -4.1819 3.7385  0.0000
101 H -0.4701 -3.2651 3.3807  -0.0006
102 H 3.9026 -4.2291 -0.2509  0.0000
103 H 4.6259 -4.4699 -2.5835  0.0000
104 H 3.1864 -3.6631 -4.4244  0.0000
105 H 1.0087 -2.6040 -3.9090  0.0000
106 H 0.2888 -2.3404 -1.5683  -0.0006